Density functional theory data (ωB97M-V/def2-TZVPD) for a molecular structure, C43H51BClN5O6Ti.

Each line ends with the Löwdin charge.
CARTESIAN COORDINATES (ANGSTROEM)
Ti (-1.51, 0.06, 1.41)  1.088
O (-1.17, -0.36, 3.33)  -0.193
C (-1.88, -1.30, 3.94)  -0.325
C (-1.23, -2.17, 4.83)  -0.025
C (-1.91, -3.17, 5.49)  -0.078
C (-3.28, -3.34, 5.30)  -0.092
C (-3.95, -2.47, 4.47)  -0.044
C (-3.28, -1.47, 3.76)  -0.142
C (-4.05, -0.53, 2.98)  -0.047
N (-3.53, 0.20, 2.07)  -0.065
N (-4.28, 1.24, 1.53)  0.118
C (-3.44, 2.11, 1.07)  -0.416
O (-2.15, 1.96, 1.17)  -0.156
C (-3.93, 3.31, 0.34)  -0.136
C (-5.29, 3.57, 0.24)  -0.024
C (-5.73, 4.66, -0.50)  -0.080
C (-4.81, 5.48, -1.15)  -0.086
C (-3.45, 5.22, -1.04)  -0.071
C (-3.01, 4.14, -0.29)  -0.013
H (-0.16, -2.03, 4.98)  0.117
H (-1.37, -3.83, 6.15)  0.106
H (-3.81, -4.12, 5.82)  0.099
H (-5.02, -2.57, 4.33)  0.113
H (-5.11, -0.38, 3.21)  0.141
H (-6.00, 2.92, 0.73)  0.108
H (-6.79, 4.86, -0.59)  0.101
H (-5.16, 6.32, -1.73)  0.100
H (-2.73, 5.85, -1.54)  0.099
H (-1.96, 3.92, -0.20)  0.121
C (-3.69, -2.48, -0.23)  -0.032
C (-2.19, -2.64, -0.02)  -0.470
C (-1.42, -2.66, -1.33)  -0.027
O (-1.71, -1.59, 0.81)  -0.281
H (-4.07, -3.29, -0.85)  0.086
H (-3.89, -1.52, -0.73)  0.087
H (-4.21, -2.49, 0.73)  0.074
H (-1.99, -3.57, 0.52)  0.138
H (-1.62, -1.74, -1.89)  0.077
H (-1.72, -3.51, -1.93)  0.088
H (-0.35, -2.73, -1.14)  0.069
C (-0.92, 3.98, -6.80)  -0.049
C (-0.77, 4.56, -5.39)  -0.563
C (-1.67, 5.80, -5.25)  -0.047
C (0.68, 5.00, -5.21)  -0.072
C (-1.19, 3.52, -4.35)  -0.170
C (-2.49, 2.99, -4.41)  -0.033
C (-2.97, 2.06, -3.49)  0.030
C (-2.10, 1.66, -2.50)  -0.212
O (-2.30, 0.80, -1.45)  0.117
B (-1.12, 0.82, -0.68)  -0.459
O (-0.17, 1.63, -1.34)  0.120
C (-0.81, 2.16, -2.44)  -0.192
C (-0.33, 3.09, -3.34)  0.068
H (-0.62, 4.72, -7.55)  0.084
H (-1.95, 3.69, -7.01)  0.075
H (-0.29, 3.09, -6.92)  0.090
H (-1.39, 6.56, -5.98)  0.084
H (-1.57, 6.23, -4.25)  0.083
H (-2.72, 5.55, -5.40)  0.078
H (0.93, 5.74, -5.97)  0.085
H (1.37, 4.16, -5.32)  0.087
H (0.85, 5.46, -4.23)  0.085
H (-3.16, 3.33, -5.18)  0.107
H (-3.98, 1.69, -3.53)  0.124
H (0.68, 3.46, -3.24)  0.116
C (5.89, -0.56, 2.78)  -0.050
C (5.43, -1.74, 1.92)  -0.505
C (4.36, -2.54, 2.67)  -0.027
C (6.65, -2.66, 1.74)  -0.048
C (4.94, -1.23, 0.52)  -0.404
O (6.09, -0.68, -0.16)  -0.034
C (4.38, -2.32, -0.43)  -0.086
C (2.89, -2.67, -0.58)  -0.122
C (2.27, -3.60, 0.44)  -0.241
C (2.72, -4.91, 0.55)  -0.048
C (2.17, -5.78, 1.47)  -0.099
C (1.14, -5.34, 2.29)  -0.659
Cl (0.44, -6.43, 3.46)  0.660
C (0.65, -4.05, 2.18)  -0.080
C (1.22, -3.19, 1.26)  -0.037
C (4.09, 0.06, 0.52)  -0.027
N (2.81, 0.13, 1.21)  -0.062
C (1.60, 0.25, 0.66)  -0.125
N (0.69, 0.39, 1.60)  0.028
C (1.42, 0.38, 2.76)  -0.146
N (2.70, 0.24, 2.55)  0.138
H (6.40, -0.94, 3.67)  0.088
H (5.05, 0.05, 3.12)  0.062
H (6.59, 0.07, 2.24)  0.089
H (4.73, -2.73, 3.68)  0.095
H (4.18, -3.51, 2.20)  0.074
H (3.42, -2.02, 2.76)  0.063
H (6.90, -3.08, 2.71)  0.092
H (7.52, -2.12, 1.39)  0.087
H (6.45, -3.50, 1.07)  0.080
H (6.69, -1.40, -0.37)  0.092
H (4.93, -3.25, -0.25)  0.104
H (4.69, -1.98, -1.42)  0.124
H (2.80, -3.16, -1.55)  0.126
H (2.29, -1.77, -0.66)  0.087
H (3.51, -5.27, -0.10)  0.120
H (2.52, -6.80, 1.56)  0.105
H (-0.17, -3.72, 2.81)  0.096
H (0.82, -2.19, 1.17)  0.091
H (3.89, 0.31, -0.52)  0.146
H (4.71, 0.86, 0.93)  0.136
H (1.41, 0.26, -0.40)  0.130
H (0.98, 0.47, 3.73)  0.122

HOMO-LUMO gap ... 7.89 eV
LUMO energy ... 0.000 Ha
E_HOMO ... -7.9 eV
Spin multiplicity ... 1
Energy above the lowest of the compared OMol25 structures with the same formula, charge and spin ... 0.280 eV

Density functional theory data (ωB97M-V/def2-TZVPD) for a molecular structure, C43H51Cl3N5O3RuS2 in a non-equilibrium geometry.

Each line ends with the Löwdin charge.
CARTESIAN COORDINATES (ANGSTROEM)
Ru (-0.18, -0.69, 0.33)  1.016
C (-4.11, 1.18, -1.05)  -0.216
C (-1.72, 1.27, 0.24)  -0.381
C (-3.90, 2.35, -1.68)  -0.140
C (-2.75, 3.24, -1.60)  -0.085
C (-1.56, 3.26, -0.93)  -0.364
C (-0.62, 4.42, -1.15)  -0.062
N (-1.03, 2.36, -0.01)  0.026
H (-5.19, 1.02, -0.93)  0.085
H (-4.03, -0.71, 0.11)  0.050
H (-2.48, -0.51, -2.14)  0.163
H (-4.70, 2.68, -2.33)  0.087
H (-2.87, 4.12, -2.24)  0.077
H (-0.87, 5.25, -0.48)  0.068
H (-0.67, 4.79, -2.18)  0.062
H (0.40, 4.09, -0.93)  0.069
C (3.53, -1.20, 2.83)  -0.046
C (2.25, -0.87, 2.23)  -0.169
N (1.24, -0.70, 1.71)  0.057
H (3.48, -1.11, 3.91)  0.080
H (4.30, -0.53, 2.45)  0.078
H (3.79, -2.23, 2.57)  0.090
N (3.19, -6.64, -2.00)  -0.002
C (2.58, -6.45, -0.76)  -0.870
S (2.74, -7.70, 0.39)  0.406
C (1.91, -5.22, -0.54)  -0.284
C (1.16, -4.95, 0.64)  -0.057
C (0.53, -3.75, 0.80)  -0.149
N (0.57, -2.74, -0.11)  -0.057
C (1.26, -2.98, -1.23)  -0.185
C (1.92, -4.16, -1.49)  -0.037
H (3.39, -7.62, -2.16)  0.037
H (2.72, -6.21, -2.78)  0.053
H (1.09, -5.71, 1.40)  0.067
H (-0.06, -3.55, 1.69)  0.080
H (1.30, -2.17, -1.94)  0.087
H (2.47, -4.24, -2.42)  0.085
Cl (-3.56, -6.28, -3.23)  0.602
C (-3.19, -4.71, -2.56)  -0.672
C (-1.97, -4.12, -2.85)  -0.099
C (-1.68, -2.87, -2.33)  -0.055
C (-2.59, -2.20, -1.52)  -0.236
C (-2.25, -0.79, -1.00)  -0.364
C (-3.81, -2.82, -1.24)  -0.031
C (-4.12, -4.07, -1.77)  -0.107
H (-1.26, -4.63, -3.48)  0.103
H (-0.75, -2.38, -2.58)  0.097
H (-1.08, -0.59, -1.29)  0.079
H (-2.36, -0.49, 0.91)  -0.041
H (-4.53, -2.28, -0.64)  0.098
H (-5.07, -4.53, -1.56)  0.101
C (3.13, 2.33, 3.48)  -0.107
C (2.07, 2.71, 4.51)  -0.298
C (0.80, 1.87, 4.40)  -0.348
S (-0.01, 1.92, 2.76)  0.888
O (-1.26, 1.17, 3.03)  -0.526
C (-0.47, 3.71, 2.85)  -0.320
C (-1.95, 3.94, 2.56)  -0.296
C (-2.78, 3.96, 3.85)  -0.120
H (3.97, 3.03, 3.50)  0.069
H (2.73, 2.30, 2.46)  0.053
H (3.53, 1.34, 3.70)  0.046
H (1.82, 3.77, 4.38)  0.086
H (2.48, 2.60, 5.52)  0.098
H (0.04, 2.16, 5.13)  0.086
H (1.02, 0.81, 4.54)  0.080
H (0.17, 4.18, 2.10)  0.078
H (-0.21, 4.10, 3.84)  0.066
H (-2.33, 3.14, 1.92)  0.067
H (-2.08, 4.87, 2.01)  0.101
H (-2.68, 3.00, 4.36)  0.069
H (-3.83, 4.13, 3.63)  0.059
H (-2.43, 4.75, 4.52)  0.062
C (5.15, 1.66, -5.81)  -0.070
C (4.33, 1.51, -4.56)  -0.286
C (2.95, 1.69, -4.57)  -0.023
C (2.18, 1.53, -3.42)  -0.194
C (0.68, 1.70, -3.51)  -0.022
C (2.81, 1.21, -2.22)  -0.051
C (4.20, 1.00, -2.19)  -0.202
C (4.86, 0.54, -0.92)  -0.036
C (4.94, 1.15, -3.35)  -0.025
C (2.00, 0.96, -0.96)  -0.622
O (2.13, 1.71, 0.00)  0.013
O (1.29, -0.10, -1.06)  -0.178
H (4.53, 1.98, -6.65)  0.065
H (5.62, 0.71, -6.08)  0.074
H (5.95, 2.39, -5.67)  0.071
H (2.46, 1.94, -5.50)  0.111
H (0.29, 1.11, -4.34)  0.083
H (0.42, 2.74, -3.70)  0.080
H (0.17, 1.38, -2.60)  0.060
H (4.50, -0.46, -0.66)  0.089
H (4.59, 1.20, -0.09)  0.073
H (5.94, 0.51, -1.03)  0.069
H (6.01, 0.98, -3.33)  0.109
Cl (-4.00, -3.99, 2.76)  0.526
C (-3.81, -2.22, 2.66)  -0.653
C (-4.96, -1.47, 3.14)  -0.191
C (-5.31, -0.15, 3.21)  -0.160
C (-4.64, 0.99, 2.56)  -0.180
C (-3.93, 0.68, 1.50)  -0.250
Cl (-3.06, 0.28, 0.13)  0.679
C (-2.57, -1.88, 2.18)  -0.293
N (-1.46, -1.67, 1.82)  0.047
H (-5.69, -2.14, 3.56)  0.063
H (-6.21, 0.08, 3.78)  0.064
H (-4.91, 2.02, 2.80)  0.070

HOMO-LUMO gap (alpha / beta) ... 4.57 / 4.75 eV
Charge ... -2
LUMO energy (alpha / beta) ... 0.142 / 0.142 Ha
E_HOMO (alpha / beta) ... -0.7 / -0.9 eV
<S²> ... 0.7656
Spin multiplicity ... 2

Density functional theory data (ωB97M-V/def2-TZVPD) for a molecular structure, C43H52FI2N8O3RbS3 in a non-equilibrium geometry.

Each line ends with the Löwdin charge.
CARTESIAN COORDINATES (ANGSTROEM)
Rb (1.32, -0.81, -1.67)  0.858
N (-0.34, -2.05, -3.89)  -0.052
C (0.41, -2.31, -5.12)  -0.267
C (1.24, -1.08, -5.49)  -0.200
N (2.15, -0.68, -4.42)  -0.226
C (3.36, -1.52, -4.45)  -0.193
C (4.11, -1.63, -3.12)  -0.262
N (3.44, -2.61, -2.25)  -0.080
C (2.54, 0.73, -4.49)  -0.207
C (1.40, 1.75, -4.46)  -0.257
N (0.51, 1.58, -3.29)  -0.012
H (-0.98, -2.82, -3.71)  0.035
H (-0.91, -1.21, -4.00)  0.055
H (-0.22, -2.54, -5.98)  0.110
H (1.05, -3.18, -4.96)  0.034
H (0.54, -0.26, -5.68)  0.106
H (1.78, -1.27, -6.43)  0.127
H (4.05, -1.16, -5.23)  0.122
H (3.06, -2.54, -4.73)  0.112
H (4.13, -0.67, -2.60)  0.080
H (5.14, -1.90, -3.34)  0.108
H (3.92, -2.69, -1.36)  0.066
H (3.46, -3.53, -2.68)  0.026
H (3.13, 0.93, -5.40)  0.125
H (3.18, 0.94, -3.63)  0.095
H (0.80, 1.69, -5.36)  0.092
H (1.90, 2.73, -4.48)  0.110
H (-0.13, 2.37, -3.25)  0.057
H (1.06, 1.65, -2.43)  0.001
S (-1.18, 0.06, 1.76)  0.744
C (-2.59, 0.41, 0.97)  -0.729
N (-3.21, 1.60, 1.01)  -0.101
C (-4.64, 1.68, 0.68)  -0.096
C (-5.27, 0.38, 1.12)  -0.105
N (-4.65, -0.70, 0.36)  -0.100
C (-5.52, -1.70, -0.27)  -0.114
C (-6.40, -1.09, -1.35)  -0.211
C (-5.88, -0.87, -2.62)  -0.031
C (-6.67, -0.27, -3.61)  -0.073
C (-7.98, 0.10, -3.33)  -0.089
C (-8.50, -0.13, -2.06)  -0.083
C (-7.72, -0.73, -1.08)  -0.060
C (-3.32, -0.63, 0.12)  -0.713
S (-2.49, -1.47, -1.04)  0.710
C (-2.53, 2.81, 1.51)  -0.121
C (-2.91, 4.01, 0.68)  -0.227
C (-3.63, 5.07, 1.22)  -0.050
C (-3.98, 6.16, 0.44)  -0.082
C (-3.61, 6.20, -0.90)  -0.087
C (-2.89, 5.15, -1.45)  -0.071
C (-2.54, 4.06, -0.66)  -0.027
H (-4.80, 1.84, -0.38)  0.142
H (-5.07, 2.52, 1.22)  0.132
H (-6.33, 0.40, 0.90)  0.116
H (-5.13, 0.24, 2.20)  0.138
H (-6.14, -2.16, 0.50)  0.130
H (-4.88, -2.46, -0.70)  0.087
H (-4.86, -1.16, -2.84)  0.090
H (-6.25, -0.11, -4.59)  0.106
H (-8.59, 0.56, -4.10)  0.103
H (-9.53, 0.15, -1.84)  0.102
H (-8.14, -0.93, -0.10)  0.110
H (-1.46, 2.62, 1.44)  0.091
H (-2.76, 2.97, 2.56)  0.131
H (-3.91, 5.04, 2.27)  0.112
H (-4.54, 6.98, 0.88)  0.103
H (-3.88, 7.06, -1.51)  0.102
H (-2.60, 5.18, -2.49)  0.105
H (-1.97, 3.24, -1.09)  0.123
C (5.28, 3.70, 3.11)  -0.050
C (5.55, 2.26, 3.57)  -0.307
C (5.43, 2.16, 5.08)  -0.154
C (5.71, 0.73, 5.53)  -0.129
C (4.76, -0.22, 4.85)  -0.137
C (4.36, -1.38, 5.47)  0.044
C (3.52, -2.26, 4.80)  -0.266
F (3.15, -3.40, 5.43)  0.050
C (3.08, -2.02, 3.53)  0.062
C (3.45, -0.82, 2.90)  -0.034
C (2.93, -0.56, 1.54)  -0.315
O (2.28, -1.42, 0.93)  -0.097
C (3.28, 0.73, 1.00)  -0.034
C (4.12, 1.54, 1.68)  0.026
N (4.62, 1.29, 2.93)  0.020
C (4.28, 0.09, 3.56)  -0.072
C (2.72, 1.17, -0.34)  -0.755
O (3.52, 1.24, -1.30)  -0.039
O (1.48, 1.39, -0.36)  -0.179
H (5.77, 4.38, 3.81)  0.083
H (4.21, 3.91, 3.12)  0.098
H (5.67, 3.91, 2.11)  0.081
H (6.57, 1.98, 3.28)  0.154
H (4.42, 2.45, 5.37)  0.137
H (6.14, 2.85, 5.53)  0.120
H (5.63, 0.64, 6.61)  0.118
H (6.74, 0.47, 5.26)  0.129
H (4.70, -1.62, 6.47)  0.130
H (2.48, -2.73, 2.98)  0.120
H (4.43, 2.47, 1.23)  0.134
S (-0.21, -3.01, 0.59)  0.351
C (0.01, -3.87, 2.03)  -0.652
N (-0.22, -3.15, 3.16)  0.059
C (-0.09, -3.63, 4.42)  -0.069
C (0.28, -4.91, 4.62)  -0.061
C (0.52, -5.72, 3.49)  -0.030
C (0.39, -5.22, 2.22)  -0.068
H (-0.49, -2.18, 3.01)  0.074
H (-0.28, -2.92, 5.22)  0.137
H (0.40, -5.29, 5.63)  0.113
H (0.82, -6.75, 3.63)  0.120
H (0.57, -5.83, 1.35)  0.064
I (0.48, -4.45, -1.29)  0.365
I (1.36, -6.01, -3.68)  -0.210

HOMO-LUMO gap ... 6.92 eV
LUMO energy ... -0.012 Ha
E_HOMO ... -7.2 eV
Spin multiplicity ... 1
Energy above the lowest of the compared OMol25 structures with the same formula, charge and spin ... 0.958 eV

Density functional theory data (ωB97M-V/def2-TZVPD) for a molecular structure, C43H53BBeF8N3NaO9SSi in a non-equilibrium geometry.

Each line ends with the Löwdin charge.
CARTESIAN COORDINATES (ANGSTROEM)
C (-5.90, -0.28, 3.45)  -0.128
C (-4.75, 0.36, 4.39)  -0.254
C (-3.73, 1.33, 3.56)  -0.201
C (-2.80, 0.34, 2.70)  -0.202
C (-1.72, 1.08, 1.78)  -0.121
C (-0.88, 0.13, 0.79)  -0.096
B (-2.00, -0.23, -0.35)  -0.475
O (-2.14, -1.55, -0.98)  0.088
O (-3.02, 0.69, -0.85)  0.068
C (-0.66, -1.37, 1.40)  -0.314
O (-1.44, -2.27, 1.76)  0.084
N (0.75, -1.61, 1.64)  0.082
C (1.66, -0.41, 1.44)  -0.221
C (1.78, -0.07, 3.00)  -0.303
F (0.55, 0.23, 3.67)  0.046
F (2.11, -1.38, 3.58)  -0.013
C (2.86, 0.91, 3.57)  -0.136
C (2.41, 1.76, 4.89)  -0.248
Si (2.50, 0.81, 6.54)  0.558
C (1.56, -0.85, 6.60)  -0.198
C (1.61, 1.95, 7.85)  -0.221
C (4.33, 0.68, 7.15)  -0.209
C (5.36, -0.16, 6.35)  -0.036
C (6.82, -0.28, 6.87)  -0.110
C (7.21, 0.45, 8.18)  -0.090
C (6.22, 1.33, 8.97)  -0.056
C (4.75, 1.43, 8.43)  -0.057
S (3.33, -0.91, 0.71)  0.889
O (3.34, -2.37, 0.28)  -0.300
O (4.48, -0.80, 1.66)  -0.284
F (3.74, 0.09, -0.61)  -0.200
C (0.65, 0.42, 0.43)  -0.191
C (1.33, 1.85, 0.38)  -0.094
C (0.60, 3.14, 0.95)  -0.108
C (1.17, 3.84, 2.24)  -0.027
C (0.56, 5.10, 2.89)  -0.083
C (-0.69, 5.78, 2.29)  -0.073
C (-1.26, 5.16, 1.00)  -0.027
C (-0.62, 3.88, 0.35)  -0.160
C (-1.29, 3.40, -1.00)  -0.100
C (0.72, -0.14, -1.10)  -0.069
C (0.91, -1.66, -1.48)  0.033
C (0.94, -2.02, -2.97)  -0.084
N (0.82, -1.20, -4.12)  0.024
C (0.70, 0.19, -3.83)  -0.109
C (0.65, 0.71, -2.39)  0.023
H (-5.72, -1.42, 3.41)  0.079
H (-5.68, 0.09, 2.38)  0.065
H (-6.96, -0.02, 3.77)  0.070
H (-4.08, -0.49, 4.79)  0.104
H (-5.16, 0.88, 5.33)  0.099
H (-3.06, 1.82, 4.35)  0.114
H (-4.29, 2.11, 2.94)  0.115
H (-3.48, -0.41, 2.17)  0.109
H (-2.19, -0.28, 3.48)  0.123
H (-1.06, 1.68, 2.52)  0.125
H (-2.30, 1.92, 1.24)  0.123
H (-3.10, -1.76, -0.93)  0.120
H (-3.82, 0.44, -0.31)  0.116
H (1.16, -2.54, 1.53)  0.144
H (3.75, 0.27, 3.96)  0.103
H (3.35, 1.65, 2.86)  0.107
H (3.21, 2.60, 4.96)  0.104
H (1.42, 2.34, 4.72)  0.081
H (2.26, -1.64, 6.14)  0.043
H (0.55, -0.82, 6.07)  0.044
H (1.41, -1.17, 7.69)  0.047
H (1.30, 1.32, 8.77)  0.048
H (0.61, 2.33, 7.41)  0.045
H (2.23, 2.86, 8.13)  0.026
H (5.08, -0.71, 5.39)  0.093
H (7.60, -0.90, 6.32)  -0.047
H (8.28, 0.37, 8.59)  0.075
H (6.50, 1.91, 9.92)  0.093
H (4.06, 2.10, 9.06)  0.082
H (1.77, 2.19, -0.63)  0.132
H (2.31, 1.79, 1.01)  0.103
H (2.12, 3.43, 2.72)  0.064
H (1.07, 5.53, 3.83)  0.090
H (-1.08, 6.71, 2.82)  0.085
H (-2.17, 5.69, 0.53)  0.101
H (-1.15, 2.33, -1.31)  0.030
H (-0.86, 4.06, -1.85)  0.096
H (-2.41, 3.70, -0.96)  0.102
H (1.00, -2.46, -0.69)  0.095
H (1.08, -3.15, -3.20)  0.120
H (0.64, 0.90, -4.73)  0.048
H (0.58, 1.85, -2.29)  0.090
C (-2.90, -2.05, -5.49)  -0.061
C (-2.51, -0.67, -4.99)  -0.245
O (-2.16, 0.24, -6.03)  -0.127
C (-3.21, 0.89, -6.78)  -0.429
O (-4.08, 1.46, -5.98)  0.069
C (-3.88, -0.03, -7.86)  -0.522
F (-2.97, -0.85, -8.43)  0.125
F (-4.40, 0.70, -8.88)  0.136
F (-4.87, -0.82, -7.41)  0.145
H (-2.26, -2.37, -6.31)  0.065
H (-2.83, -2.78, -4.68)  0.083
H (-3.93, -2.06, -5.84)  0.063
H (-1.60, -0.79, -4.40)  0.083
H (-3.26, -0.26, -4.31)  0.123
H (-2.61, 1.57, -7.42)  0.152
C (-1.74, -4.85, -11.78)  -0.075
C (-0.66, -5.69, -11.50)  -0.071
C (-0.25, -5.87, -10.18)  -0.004
C (-0.94, -5.22, -9.15)  -0.142
C (-2.02, -4.38, -9.44)  0.004
C (-2.41, -4.20, -10.76)  -0.063
N (-0.54, -5.44, -7.76)  -0.344
O (0.42, -6.17, -7.55)  0.072
O (-1.19, -4.88, -6.89)  0.072
H (-2.05, -4.71, -12.81)  0.107
H (-0.13, -6.19, -12.30)  0.107
H (0.59, -6.52, -9.97)  0.118
H (-2.56, -3.87, -8.65)  0.113
H (-3.25, -3.55, -10.99)  0.110
Na (0.01, 2.24, -6.04)  0.762
F (-2.04, 2.15, -3.60)  -0.472
Be (9.56, -0.69, 5.82)  0.755
F (8.40, 1.06, 4.38)  -0.618

HOMO-LUMO gap ... 0.84 eV
LUMO energy ... -0.223 Ha
E_HOMO ... -6.9 eV
Spin multiplicity ... 1